The following is a quantum chemistry calculation of the molecule C7H7FN2 at a distorted geometry, from OMol25.

Properties
gap between HOMO and LUMO (spin up / spin down)	0.293 / 0.293	hartree
2S+1	1
calculated total energy	-480.13134	hartree

```
17
Properties=species:S:1:pos:R:3:forces:R:3:mulliken_charge:R:1
C 0.538 2.285 -0.102 -2.3894 2.6615 -0.6045 0.367
C -1.364 -0.651 -0.700 -1.7097 1.2637 0.6858 -0.069
C -0.326 -0.751 -1.689 1.4887 1.0066 -0.1753 -0.459
C -1.287 -0.030 0.511 -1.6755 -1.0980 -1.4842 -0.574
C 0.860 -0.170 -1.454 -0.8467 1.3284 2.1043 0.151
C 0.957 1.069 0.424 2.1125 -4.6296 -3.8605 -0.549
C 0.009 0.182 1.179 1.0194 -1.0542 1.4444 0.224
N -0.074 3.222 -0.438 1.4174 -1.3473 0.4195 -0.492
N 0.399 -1.248 1.465 0.5727 0.2038 -0.1282 -0.514
F 1.914 -0.095 -2.225 0.1007 0.0387 -0.1894 -0.254
H -2.309 -1.005 -1.179 0.4067 0.5098 1.2584 0.293
H -0.702 -1.063 -2.666 0.8986 -0.3532 0.0736 0.369
H -2.167 0.040 1.149 0.0943 -0.0472 -0.2955 0.361
H 2.037 0.912 0.579 -0.6293 0.3012 0.2733 0.387
H -0.030 0.737 2.144 -0.6837 -0.8462 -0.1518 0.358
H 0.914 -1.505 2.284 0.2965 0.6340 0.3473 0.217
H 0.631 -1.929 0.719 -0.4730 1.4280 0.2828 0.185
```
Positions in Å, forces in eV/Å.